Entry from the Open Molecules 2025 dataset: 2 unconnected molecules or ions with the total composition C21H25N4O4S (ωB97M-V/def2-TZVPD).

Cartesian coordinates (Å):
C (-0.46074, 3.32885, 2.90504)
N (-0.88728, 3.30260, 1.50129)
C (-1.24224, 4.52891, 0.96449)
S (-1.24738, 5.93370, 1.87428)
N (-1.56796, 4.51541, -0.38068)
C (-1.96410, 5.80380, -0.94885)
C (-1.57825, 3.37837, -1.21141)
O (-1.85292, 3.47756, -2.41243)
C (-1.21985, 2.10063, -0.59901)
C (-1.13995, 0.99450, -1.39830)
C (-0.97067, -0.36209, -0.93274)
C (-1.59506, -0.88870, 0.22534)
C (-1.26990, -2.13563, 0.72075)
C (-0.33390, -2.95074, 0.01686)
N (0.01944, -4.17171, 0.50836)
C (-0.70376, -4.77589, 1.60727)
C (-1.07902, -3.74320, 2.65032)
C (-1.86470, -2.60049, 2.01245)
C (0.78211, -5.10140, -0.29209)
C (1.86226, -4.39053, -1.08034)
C (1.26147, -3.27028, -1.92678)
C (0.24059, -2.46686, -1.19229)
C (-0.11975, -1.21726, -1.66209)
C (-0.66355, 2.12702, 0.75717)
O (-0.00083, 1.20465, 1.24316)
H (-0.21514, 2.32032, 3.22570)
H (0.40109, 3.99677, 3.00551)
H (-1.27724, 3.75868, 3.48996)
H (-2.23995, 5.66613, -1.98863)
H (-2.79430, 6.19548, -0.35728)
H (-1.13114, 6.50236, -0.84124)
H (-1.29292, 1.13428, -2.47104)
H (-2.33273, -0.28079, 0.75230)
H (-1.61153, -5.27270, 1.22314)
H (-0.05760, -5.55348, 2.02847)
H (-1.66314, -4.22645, 3.43620)
H (-0.16849, -3.34470, 3.11040)
H (-1.91205, -1.75848, 2.71364)
H (-2.90425, -2.92225, 1.84606)
H (1.21294, -5.83935, 0.39228)
H (0.10780, -5.64188, -0.97842)
H (2.59413, -3.95558, -0.39023)
H (2.38483, -5.11315, -1.71199)
H (2.06147, -2.60172, -2.26347)
H (0.80620, -3.69849, -2.83255)
H (0.33032, -0.83280, -2.58030)
C (2.90000, 3.14169, -1.07704)
C (2.57898, 1.85503, -1.66494)
N (3.43472, 0.85002, -1.41665)
O (3.28914, -0.32691, -1.84978)
O (4.43099, 1.17240, -0.69239)
H (2.15458, 3.87895, -1.39069)
H (2.88477, 3.09073, 0.02321)
H (3.89567, 3.50645, -1.37590)
H (1.72881, 1.67822, -2.31415)

As for the energy relative to the best compared isomer or geometry (same formula, charge and spin): 0.0 kcal per mole. The molar mass comes out at 429.522 g/mol. The HOMO energy comes out at -2.843 eV. As for the multiplicity: 1. Its HOMO-LUMO gap is 0.1600 hartree. Its net charge is -1.

Mulliken atomic charge list, values in e, 8 entries: atom 1 (C): -1.3179, atom 2 (N): 0.0868, atom 3 (C): 0.2615, atom 4 (S): -0.3045, atom 5 (N): -0.0037, atom 6 (C): -1.2618, atom 7 (C): 0.4291, atom 8 (O): -0.7117

---

Entry from the Open Molecules 2025 dataset: a single C6H10ClN2P molecule (ωB97M-V/def2-TZVPD).

Cartesian coordinates (Å):
C (-0.48734, -1.24614, -0.50905)
C (-0.34422, -1.57763, 0.91054)
C (0.18288, -0.24876, 1.59687)
C (1.60697, 0.20779, 1.29845)
C (1.86375, 1.00083, 0.00880)
C (-1.53875, 0.64871, -2.98985)
N (-0.42016, -0.52208, -1.41530)
N (-0.28770, 0.18424, -2.44009)
P (0.64165, 1.86149, -0.82928)
Cl (1.74664, 2.96353, -2.00514)
H (-1.23322, -1.85333, 1.36836)
H (0.30093, -2.34525, 1.14384)
H (-0.46374, 0.63921, 1.39043)
H (0.12247, -0.49153, 2.64170)
H (1.91828, 0.80307, 2.24315)
H (2.37085, -0.69868, 1.29572)
H (2.86714, 0.87923, -0.35999)
H (-1.23365, 1.45090, -3.67875)
H (-2.22501, -0.10134, -3.41315)
H (-2.04771, 1.02248, -2.08877)

The molar mass comes out at 176.587 g/mol. The HOMO energy (alpha / beta) comes out at -5.103 / -7.989 eV. As for the multiplicity: 3. Its HOMO-LUMO gap (alpha / beta) is 0.2129 / 0.2430 hartree. Its expectation value of S² is 2.0068.

Mulliken atomic charge list, values in e, 8 entries: atom 1 (C): 0.3437, atom 2 (C): -0.6887, atom 3 (C): -0.8085, atom 4 (C): -0.2398, atom 5 (C): -0.5058, atom 6 (C): -0.7253, atom 7 (N): 0.5950, atom 8 (N): -1.0370

---

Entry from the Open Molecules 2025 dataset: a single C10H9F3O molecule (ωB97M-V/def2-TZVPD).

Cartesian coordinates (Å):
C (-0.27918, 4.57731, -0.94690)
C (2.21012, -0.42970, 2.64267)
C (-0.24096, 3.40649, -0.61074)
C (1.30743, -0.32463, 1.86691)
C (-0.44511, 1.99075, -0.26180)
C (-0.32665, -2.60163, 0.88731)
C (0.75084, -1.68439, -1.14892)
C (-0.12257, -1.35395, 0.01034)
C (0.39137, -0.21405, 0.80529)
C (-1.61912, 1.46054, -1.06724)
O (0.25443, 1.09693, 0.53606)
F (-2.39908, 0.57967, -0.33768)
F (-1.20030, 0.73835, -2.16222)
F (-2.39630, 2.50132, -1.46703)
H (0.24373, 5.46556, -0.95971)
H (3.06119, -0.38631, 3.35934)
H (0.67272, -2.67067, 1.51927)
H (-0.54548, -3.45239, 0.31589)
H (-1.14329, -2.40388, 1.66076)
H (0.93364, -2.70881, -1.12175)
H (0.28711, -1.32286, -2.06360)
H (1.72103, -1.28875, -1.02067)
H (-1.11556, -0.97492, -0.43557)

As for the energy relative to the best compared isomer or geometry (same formula, charge and spin): 96.7 kcal per mole. The molar mass comes out at 202.175 g/mol. The HOMO energy (alpha / beta) comes out at -8.246 / -7.552 eV. As for the multiplicity: 1. Its HOMO-LUMO gap (alpha / beta) is 0.2919 / 0.2444 hartree.

Mulliken atomic charge list, values in e, 8 entries: atom 1 (C): -0.2128, atom 2 (C): 0.1305, atom 3 (C): -0.7016, atom 4 (C): -0.8503, atom 5 (C): 0.4169, atom 6 (C): -1.4399, atom 7 (C): -1.4849, atom 8 (C): 1.1177

---

Entry from the Open Molecules 2025 dataset: a molecular structure, C6H10O (ωB97M-V/def2-TZVPD).

Cartesian coordinates (Å):
C (2.04088, 0.40581, 0.15079)
C (0.57434, 0.08027, 0.04564)
C (-0.05515, -1.21270, 0.58376)
C (-0.89787, -0.97595, -0.67210)
C (-1.70046, 0.29247, -0.33023)
C (-0.52423, 1.14082, 0.22598)
O (0.25711, -0.41752, -1.32411)
H (2.23651, 1.47831, 0.05743)
H (2.48268, -0.11061, -0.70259)
H (2.52170, 0.02962, 1.05907)
H (-0.58207, -1.21354, 1.54223)
H (0.65619, -2.03814, 0.50038)
H (-1.41082, -1.78647, -1.19384)
H (-2.48218, 0.09227, 0.40707)
H (-2.14528, 0.74265, -1.22084)
H (-0.28181, 2.01547, -0.38534)
H (-0.68953, 1.47725, 1.25672)

As for the energy relative to the best compared isomer or geometry (same formula, charge and spin): 18.7 kcal per mole. The molar mass comes out at 98.145 g/mol. The HOMO energy comes out at -9.621 eV. As for the multiplicity: 1. Its HOMO-LUMO gap is 0.3928 hartree.

Mulliken atomic charge list, values in e, 8 entries: atom 1 (C): -1.4622, atom 2 (C): 0.9652, atom 3 (C): -0.6620, atom 4 (C): -0.1491, atom 5 (C): -0.7063, atom 6 (C): -0.7455, atom 7 (O): -0.5339, atom 8 (H): 0.3377